1.
{
  "formula": "C27H45BBr8FN6O3P",
  "method": "ωB97M-V/def2-TZVPD",
  "lumo_energy_ha": -0.01574,
  "orbital_gap_ev": 7.55,
  "largest_force_ev_per_a": 4.832,
  "homo_energy_ev": -7.98,
  "smiles": "[H]/N=C/Cc1c(ON=O)c(B(N)O)c2nc(NCCC)c(P(C)CC)nc2c1[C@H](F)CC.BrCCBr.BrCCBr.BrCCBr.BrCCBr",
  "symbols": ["H", "N", "C", "C", "C", "C", "O", "N", "O", "C", "B", "N", "O", "C", "N", "C", "N", "C", "C", "C", "C", "P", "C", "C", "C", "N", "C", "C", "C", "F", "C", "C", "H", "H", "H", "H", "H", "H", "H", "H", "H", "H", "H", "H", "H", "H", "H", "H", "H", "H", "H", "H", "H", "H", "H", "H", "H", "H", "H", "H", "Br", "C", "C", "Br", "H", "H", "H", "H", "Br", "C", "C", "Br", "H", "H", "H", "H", "Br", "C", "C", "Br", "H", "H", "H", "H", "Br", "C", "C", "Br", "H", "H", "H", "H"],
  "positions_angstrom": [[0.4611, -3.2298, 2.5485], [0.6805, -2.5697, 1.7882], [1.8259, -2.8631, 1.2892], [2.4598, -2.0520, 0.0965], [1.7059, -0.6667, 0.0695], [2.2149, 0.4103, 1.0573], [3.2772, 0.1970, 1.9765], [2.8087, -0.2530, 3.2019], [3.6446, -0.8940, 3.7277], [1.5248, 1.6803, 1.0430], [2.0469, 2.7829, 2.1159], [2.9691, 3.8745, 1.7824], [1.6075, 2.6366, 3.4649], [0.3914, 2.0106, 0.0950], [-0.1181, 3.2982, 0.2077], [-1.0967, 3.4538, -0.7248], [-1.7215, 4.7629, -0.7178], [-2.4642, 4.9895, 0.5542], [-3.1516, 3.6661, 1.1388], [-4.2610, 4.1881, 2.1780], [-1.5966, 2.4333, -1.7001], [-2.9717, 2.7615, -2.9585], [-2.4882, 4.2520, -4.0442], [-3.0287, 1.3340, -4.2053], [-1.8657, 1.4954, -5.2787], [-1.0813, 1.1629, -1.7335], [-0.0472, 0.9494, -0.8220], [0.5982, -0.4289, -0.8292], [0.0165, -1.4948, -1.8200], [0.1993, -2.8329, -1.4146], [0.4362, -1.2384, -3.3377], [-0.8133, -1.7386, -4.2066], [2.3841, -3.7329, 1.7331], [2.4719, -2.6023, -0.8753], [3.5201, -1.8226, 0.4101], [3.2762, 4.3941, 2.6080], [2.6061, 4.4975, 1.0586], [2.1712, 3.2204, 4.0075], [-2.2969, 4.8968, -1.5459], [-3.3233, 5.6789, 0.3080], [-1.8220, 5.4885, 1.3338], [-2.4030, 3.0117, 1.6672], [-3.6627, 3.0906, 0.3240], [-5.2978, 3.9340, 1.8159], [-4.0702, 3.8064, 3.2184], [-4.2390, 5.3203, 2.2340], [-1.3720, 4.3725, -4.1389], [-2.9876, 4.1459, -5.0488], [-2.9076, 5.1511, -3.5043], [-3.0584, 0.3309, -3.7141], [-4.0055, 1.4780, -4.7595], [-1.6305, 0.5327, -5.8034], [-2.1432, 2.2347, -6.0878], [-0.9799, 1.9395, -4.7436], [-1.1014, -1.3194, -1.8103], [0.5527, -0.1337, -3.5410], [1.3232, -1.8452, -3.6509], [-0.7494, -1.4191, -5.2795], [-0.8878, -2.8533, -4.0734], [-1.7854, -1.3175, -3.8126], [7.7016, 3.9126, -0.5381], [6.2691, 2.9480, 0.3666], [6.5446, 1.4674, 0.4068], [6.1963, 0.6326, -1.3193], [5.3439, 3.1984, -0.1476], [6.2418, 3.3604, 1.3747], [5.8683, 0.9709, 1.1034], [7.5722, 1.2277, 0.6724], [3.9102, -5.6491, 2.3250], [3.0563, -7.2439, 1.5993], [3.5576, -7.5471, 0.2118], [2.7600, -6.3524, -1.1061], [1.9817, -7.0754, 1.6417], [3.3203, -8.0481, 2.2875], [3.2573, -8.5494, -0.0945], [4.6370, -7.4510, 0.1150], [-6.8255, 8.0020, 2.4639], [-8.2609, 7.0760, 3.4015], [-8.0092, 5.5916, 3.4600], [-8.3936, 4.7388, 1.7514], [-9.1887, 7.3344, 2.8953], [-8.2675, 7.5037, 4.4039], [-8.6831, 5.1159, 4.1724], [-6.9815, 5.3400, 3.7153], [2.2645, -10.1345, 3.1268], [1.6390, -11.0577, 1.5283], [2.2933, -12.4066, 1.3834], [4.1228, -12.2386, 0.7352], [1.8283, -10.3964, 0.6851], [0.5632, -11.1647, 1.6654], [1.7786, -13.0036, 0.6307], [2.3371, -12.9648, 2.3162]],
  "forces_ev_per_a": [[0.1, 0.3, -0.3], [1.0, -0.2, -0.4], [-0.4, -0.5, 0.0], [-0.4, 1.1, 1.7], [0.0, 0.5, -0.5], [-3.9, 1.6, -2.4], [-0.5, 0.1, -2.4], [0.3, -1.4, 1.3], [-0.7, 0.8, -0.2], [0.7, -1.3, -0.2], [-0.5, 0.2, 0.8], [-0.9, -0.6, 0.5], [1.5, 0.2, -1.4], [2.1, -1.9, 1.2], [-1.7, -2.6, -3.1], [-0.2, 1.3, -0.1], [0.5, -1.7, 0.3], [-1.1, -0.4, 0.0], [-0.4, 1.3, 0.8], [0.2, 0.2, -0.3], [1.9, -1.3, -0.3], [-0.9, 0.0, 0.4], [0.4, 0.0, 0.6], [0.5, 0.7, -1.0], [-0.1, 0.2, 0.2], [0.6, 2.8, 1.5], [0.1, -0.7, 0.2], [1.8, 1.2, 2.1], [-0.7, 1.6, -0.3], [0.3, 1.1, -0.5], [-1.7, -0.5, -0.2], [0.1, 0.0, 0.5], [-0.2, 1.0, -0.9], [-0.2, 0.4, 1.0], [-0.9, -0.4, -0.5], [-0.2, 0.1, -0.6], [0.5, -0.3, 0.1], [-0.7, -0.3, -0.1], [0.0, -0.1, 0.5], [1.0, -0.5, 0.2], [-0.6, -0.6, -0.8], [-0.8, 0.6, -0.7], [0.6, 0.5, 0.6], [1.1, 0.1, 0.6], [-0.4, 0.2, -1.1], [0.1, -1.2, 0.0], [-1.2, -0.1, -0.2], [0.6, 0.1, 1.1], [0.5, -0.8, -0.8], [0.2, 1.0, -0.3], [0.9, -0.2, 0.9], [0.0, 0.9, 0.6], [0.1, -0.8, 1.0], [-0.5, -0.8, -0.8], [1.2, -0.3, 0.2], [0.2, -1.3, 0.5], [-0.5, 0.8, 0.5], [0.2, -0.7, 0.9], [0.0, 1.0, -0.5], [1.2, -0.3, -0.3], [-0.1, 0.0, 0.0], [0.2, 0.1, 0.1], [-0.2, -0.2, 0.0], [0.1, 0.0, 0.1], [0.1, -0.1, 0.1], [0.0, -0.1, -0.1], [0.0, 0.1, 0.0], [-0.1, 0.1, -0.1], [0.1, -0.2, 0.1], [0.3, 0.0, 0.2], [-0.2, 0.0, -0.2], [0.1, 0.0, 0.0], [0.1, 0.0, -0.1], [0.0, 0.3, -0.3], [0.0, 0.0, 0.1], [-0.1, 0.0, 0.1], [-0.1, 0.0, 0.0], [0.2, 0.2, 0.1], [-0.2, -0.2, -0.1], [0.1, 0.0, 0.0], [0.1, -0.1, 0.0], [0.0, -0.1, 0.0], [0.0, 0.1, 0.0], [-0.1, 0.1, 0.0], [-0.1, -0.4, 0.1], [-0.2, 0.0, 0.2], [0.1, -0.1, -0.3], [0.0, 0.0, 0.1], [0.0, -0.1, 0.0], [0.1, 0.0, 0.0], [0.0, 0.1, 0.0], [0.0, 0.1, 0.0]]
}


2.
{
  "formula": "C27H45BrN12Si",
  "method": "ωB97M-V/def2-TZVPD",
  "lumo_energy_ha": -0.01117,
  "orbital_gap_ev": 8.36,
  "largest_force_ev_per_a": 11.251,
  "homo_energy_ev": -8.66,
  "symbols": ["Si", "C", "C", "C", "Br", "H", "H", "H", "H", "H", "H", "H", "H", "H", "C", "C", "N", "H", "H", "H", "C", "C", "N", "H", "H", "H", "C", "C", "N", "H", "H", "H", "C", "C", "N", "H", "H", "H", "C", "C", "N", "H", "H", "H", "C", "C", "N", "H", "H", "H", "C", "C", "N", "H", "H", "H", "C", "C", "N", "H", "H", "H", "C", "C", "N", "H", "H", "H", "C", "C", "N", "H", "H", "H", "C", "C", "N", "H", "H", "H", "C", "C", "N", "H", "H", "H"],
  "positions_angstrom": [[-1.5824, -1.0413, 0.7900], [-3.1147, -2.1671, 1.2231], [-4.3378, -1.7992, 0.2368], [-5.0058, -0.3641, 0.4981], [-6.6555, -0.6567, 1.6235], [-2.0750, 0.3432, 1.0074], [-1.2773, -1.1659, -0.6366], [-0.4449, -1.2825, 1.6774], [-2.8127, -3.2571, 1.0403], [-3.4863, -2.0215, 2.2949], [-3.9362, -1.9335, -0.8450], [-5.1326, -2.6236, 0.3793], [-5.2652, 0.1627, -0.5002], [-4.3614, 0.3697, 1.0874], [-0.0348, -1.9835, 5.1180], [-0.8874, -2.7381, 4.1961], [-1.5560, -3.3311, 3.4704], [0.9887, -1.9017, 4.7430], [-0.4073, -0.9674, 5.2695], [0.0164, -2.4604, 6.0999], [2.5189, 0.9954, -1.0396], [1.3148, 0.2268, -0.6329], [0.3813, -0.3768, -0.3164], [2.2559, 1.9963, -1.3864], [3.2175, 1.1114, -0.2125], [3.0498, 0.5037, -1.8461], [4.8883, -1.4673, 0.8210], [4.6404, -1.9319, 2.1886], [4.4451, -2.2967, 3.2648], [5.0619, -0.3887, 0.7873], [5.7664, -1.9503, 0.3844], [4.0411, -1.6799, 0.1633], [6.6025, -5.1751, 2.5500], [7.4649, -4.7032, 1.4635], [8.1422, -4.3323, 0.6091], [7.1790, -5.4170, 3.4462], [5.8636, -4.4204, 2.8334], [6.0528, -6.0760, 2.2662], [-0.8396, 3.6630, -1.6258], [-2.0253, 2.9044, -1.2200], [-2.9569, 2.3076, -0.9021], [-1.1019, 4.6667, -1.9714], [-0.1333, 3.7791, -0.7998], [-0.3052, 3.1688, -2.4419], [6.2885, 2.9440, -2.4181], [5.1055, 2.1756, -2.0203], [4.1695, 1.5679, -1.7055], [6.0200, 3.9460, -2.7622], [6.9888, 3.0626, -1.5876], [6.8299, 2.4555, -3.2321], [1.3155, 7.2750, -3.0891], [-0.0428, 7.0562, -2.5840], [-1.1105, 6.8842, -2.1876], [1.9655, 7.7046, -2.3234], [1.7772, 6.3412, -3.4195], [1.3230, 7.9576, -3.9396], [-3.7873, -6.1699, 4.0540], [-4.1723, -7.4968, 4.5429], [-4.4748, -8.5395, 4.9269], [-2.7786, -5.8993, 4.3754], [-3.8028, -6.1227, 2.9626], [-4.4632, -5.3938, 4.4213], [1.8129, 11.2602, -4.5917], [2.6885, 10.1110, -4.3464], [3.3762, 9.2078, -4.1536], [2.2322, 11.9309, -5.3455], [0.8283, 10.9467, -4.9476], [1.6579, 11.8483, -3.6839], [-3.6003, 3.8450, -4.1295], [-2.7371, 4.3172, -5.2159], [-2.0579, 4.6883, -6.0687], [-3.0222, 3.5998, -3.2358], [-4.3364, 4.5999, -3.8428], [-4.1524, 2.9463, -4.4153], [1.8843, -1.3623, -4.9510], [2.6399, -1.4198, -3.6971], [3.2325, -1.4649, -2.7112], [2.2852, -0.6033, -5.6274], [1.9125, -2.3173, -5.4813], [0.8334, -1.1189, -4.7760], [-7.4111, -8.9252, 6.8752], [-8.5929, -9.6905, 7.2828], [-9.5212, -10.2916, 7.6029], [-7.6793, -7.9225, 6.5335], [-6.7033, -8.8083, 7.6993], [-6.8769, -9.4141, 6.0568]],
  "forces_ev_per_a": [[-1.8, -0.7, 0.1], [-0.8, 0.3, -0.2], [0.4, -0.9, 0.0], [0.8, 0.0, -0.9], [0.8, 0.4, -0.7], [0.3, 0.1, 0.0], [-1.8, -1.1, -0.2], [0.0, -0.3, 0.3], [-0.6, 1.4, 0.5], [0.6, -0.4, -1.4], [-0.8, 0.6, 1.6], [1.1, 1.5, -0.4], [0.0, -1.0, 1.9], [-0.9, -1.3, -0.8], [0.2, 0.2, 0.2], [0.0, -0.1, 0.0], [0.4, 0.0, 0.6], [-0.2, -0.1, -0.1], [-0.1, -0.2, -0.2], [-0.1, -0.1, -0.2], [-4.8, -2.2, 1.6], [-0.9, 0.2, 0.5], [3.1, 1.6, -0.2], [-0.6, -0.3, 0.1], [-1.0, -0.6, 0.5], [-2.5, -1.5, 0.7], [0.0, 0.1, -0.4], [0.0, 0.0, 0.2], [0.1, 0.2, -0.6], [0.0, -0.1, 0.2], [-0.1, -0.1, 0.2], [0.0, -0.1, 0.2], [-0.2, -0.1, 0.3], [0.1, 0.0, -0.1], [-0.3, -0.1, 0.4], [0.1, 0.1, -0.2], [0.2, 0.0, -0.2], [0.2, 0.1, -0.2], [0.3, 0.1, -0.1], [0.1, -0.1, 0.2], [0.3, 0.3, -0.2], [-0.2, -0.2, 0.2], [-0.2, -0.1, 0.1], [-0.2, -0.2, 0.1], [0.3, 0.2, -0.1], [0.1, 0.0, -0.1], [9.6, 4.9, -3.1], [-0.2, -0.2, 0.1], [-0.2, -0.1, 0.0], [-0.2, -0.1, 0.1], [0.1, 0.0, 0.0], [-0.1, 0.0, 0.0], [0.5, 0.2, -0.2], [-0.2, 0.0, 0.0], [-0.2, 0.0, 0.1], [-0.2, -0.2, 0.2], [0.1, 0.3, -0.1], [0.0, -0.1, 0.0], [0.1, 0.5, -0.1], [-0.1, -0.2, 0.0], [0.0, -0.2, 0.1], [0.0, -0.2, 0.0], [-0.2, 0.3, 0.0], [0.2, 0.0, 0.0], [-0.2, 0.5, -0.1], [0.1, -0.2, 0.1], [0.2, -0.2, 0.0], [0.1, -0.2, 0.0], [-0.2, -0.1, 0.2], [0.0, 0.1, -0.1], [-0.2, -0.2, 0.4], [-0.1, 0.1, -0.3], [0.2, 0.0, -0.2], [0.2, 0.1, -0.1], [-0.2, 0.0, -0.3], [0.1, -0.1, 0.1], [-0.2, -0.2, -0.6], [0.1, 0.0, 0.2], [0.1, 0.0, 0.2], [0.2, 0.0, 0.2], [0.2, 0.1, -0.1], [-0.1, 0.0, 0.0], [0.4, 0.3, -0.1], [-0.2, -0.2, 0.1], [-0.2, -0.1, 0.0], [-0.1, 0.0, 0.1]]
}